(1)
Below is C3H8N2S2 in the gas phase at a distorted geometry, with properties calculated with ωB97M-V/def2-TZVPD.

Structure (ORCA input):
```
! wB97M-V def2-TZVPD RIJCOSX def2/J DEFGRID3
* xyz 0 1
C -2.431 0.008 0.529
C 0.748 0.759 -0.309
C 2.639 -1.186 0.028
H -1.634 -0.211 1.371
H -3.046 -1.074 0.182
H -3.358 0.909 0.843
H -1.764 -0.265 -1.362
H -0.752 2.181 -0.332
H 2.852 -1.209 1.137
H 3.374 -0.399 -0.399
H 2.813 -2.271 -0.439
N -1.744 0.530 -0.644
N -0.552 1.222 -0.385
S 2.014 1.916 0.038
S 0.840 -0.910 -0.256
*
```

Energy relative to the best compared isomer or geometry (same formula, charge and spin)   79.1 kcal/mol
Largest force on an atom   4.21 eV/Å
HOMO-LUMO gap   8.738 eV
Total energy   -1024.87483 Ha

Atomic partial charges in e from the Mulliken method, atoms 1 to 8: -0.643, 0.336, -0.845, 0.260, 0.247, 0.235, 0.296, 0.201

***

(2)
Below is 2 unconnected molecules or ions with the total composition C3H8N2Si at a distorted geometry, with properties calculated with ωB97M-V/def2-TZVPD.

Structure (ORCA input):
```
! wB97M-V def2-TZVPD RIJCOSX def2/J DEFGRID3
* xyz 0 1
C -1.137 0.607 0.551
C -1.601 0.492 -0.867
C -0.231 -0.663 0.719
N -1.040 -0.837 -1.317
N -0.328 -1.373 -0.432
Si 2.279 -0.166 0.149
H -0.315 1.383 0.557
H -1.815 0.601 1.410
H -2.666 0.279 -0.993
H -1.041 1.185 -1.390
H 0.017 -1.312 1.543
H 3.020 0.191 1.448
H 1.945 0.904 -0.769
H 2.913 -1.292 -0.608
*
```

Energy relative to the best compared isomer or geometry (same formula, charge and spin)   77.7 kcal/mol
Largest force on an atom   3.66 eV/Å
HOMO-LUMO gap   8.035 eV
Total energy   -517.94509 Ha

Atomic partial charges in e from the Mulliken method, atoms 1 to 8: -0.359, -0.472, -0.559, -0.382, -0.135, 0.473, 0.142, 0.326

***

(3)
Below is 2 unconnected molecules or ions with the total composition C3H8N3 at a distorted geometry, with properties calculated with ωB97M-V/def2-TZVPD.

Structure (ORCA input):
```
! wB97M-V def2-TZVPD RIJCOSX def2/J DEFGRID3
* xyz 1 1
C -0.039 1.819 -0.517
C -1.184 -0.023 -0.523
C 0.621 -1.363 0.526
N -1.102 1.311 -0.951
N 0.580 1.074 0.473
N -0.183 -0.124 0.695
H 0.275 2.654 -0.939
H -2.195 -0.299 -0.330
H -0.772 -0.549 -1.393
H 0.060 -2.262 0.845
H 0.833 -1.436 -0.513
H 1.598 -1.290 0.955
H 2.247 0.610 0.091
H -0.741 -0.125 1.581
*
```

Energy relative to the best compared isomer or geometry (same formula, charge and spin)   156.6 kcal/mol
Largest force on an atom   5.40 eV/Å
HOMO-LUMO gap (alpha / beta)   8.213 / 8.136 eV
Total energy   -282.91414 Ha

Atomic partial charges in e from the Mulliken method, atoms 1 to 8: -0.019, -0.247, -1.011, -0.359, -0.760, 0.297, 0.546, 0.337

***

(4)
Below is a gas-phase ion, C3H8N3 (charge +1) at a distorted geometry, with properties calculated with ωB97M-V/def2-TZVPD.

Structure (ORCA input):
```
! wB97M-V def2-TZVPD RIJCOSX def2/J DEFGRID3
* xyz 1 1
C 0.604 -1.292 -0.077
C 0.791 1.060 0.218
C -1.379 0.121 0.189
N 1.403 -0.253 -0.065
N -0.704 -1.169 0.006
N -0.524 1.073 -0.363
H 1.143 -2.233 -0.141
H -1.133 -2.040 -0.293
H 0.554 1.079 1.269
H 1.511 1.880 -0.113
H -2.192 0.183 -0.394
H -1.699 0.342 1.269
H 2.440 -0.197 -0.285
H -0.812 1.446 -1.220
*
```

Energy relative to the best compared isomer or geometry (same formula, charge and spin)   34.2 kcal/mol
Largest force on an atom   3.86 eV/Å
HOMO-LUMO gap   10.470 eV
Total energy   -283.10928 Ha

Atomic partial charges in e from the Mulliken method, atoms 1 to 8: 0.015, -0.400, -0.551, -0.163, -0.132, -0.283, 0.398, 0.268

***

(5)
Below is 2 unconnected molecules or ions with the total composition C3H8N3 at a distorted geometry, with properties calculated with ωB97M-V/def2-TZVPD.

Structure (ORCA input):
```
! wB97M-V def2-TZVPD RIJCOSX def2/J DEFGRID3
* xyz 1 1
C 2.022 0.632 1.573
C 0.204 1.530 0.718
C -0.932 -1.597 -1.552
N 1.917 0.242 0.273
N 1.019 1.406 1.898
N 0.889 0.741 -0.232
H 2.841 0.341 2.208
H -0.840 1.214 0.853
H 0.151 2.564 0.337
H -0.287 -0.745 -1.335
H -1.863 -1.251 -1.983
H -1.128 -2.139 -0.635
H 0.825 1.831 2.797
H -0.424 -2.250 -2.247
*
```

Energy relative to the best compared isomer or geometry (same formula, charge and spin)   83.9 kcal/mol
Largest force on an atom   2.15 eV/Å
HOMO-LUMO gap   8.801 eV
Total energy   -283.03002 Ha

Atomic partial charges in e from the Mulliken method, atoms 1 to 8: 0.151, -0.291, -0.920, -0.284, -0.031, 0.059, 0.423, 0.358

***

(6)
Below is a gas-phase ion, C3H8N3 (charge +1) at a distorted geometry, with properties calculated with ωB97M-V/def2-TZVPD.

Structure (ORCA input):
```
! wB97M-V def2-TZVPD RIJCOSX def2/J DEFGRID3
* xyz 1 1
C -1.534 -1.244 -1.266
C -0.192 -0.506 -1.254
C 0.215 0.509 1.219
N -1.607 -0.032 -0.976
N 0.626 1.750 0.871
N 0.659 -0.722 0.013
H -1.949 -2.253 -1.506
H 0.387 -0.280 -2.174
H -0.808 0.372 1.430
H 0.627 -0.050 2.042
H 1.475 2.226 1.120
H -0.015 2.433 0.371
H 0.485 -1.597 0.433
H 1.631 -0.605 -0.326
*
```

Energy relative to the best compared isomer or geometry (same formula, charge and spin)   91.8 kcal/mol
Largest force on an atom   3.89 eV/Å
HOMO-LUMO gap   10.986 eV
Total energy   -283.01754 Ha

Atomic partial charges in e from the Mulliken method, atoms 1 to 8: -0.039, -0.067, -0.450, -0.400, -0.389, -0.370, 0.334, 0.366

***

(7)
Below is a molecular structure, C3H8N3 at a distorted geometry, with properties calculated with ωB97M-V/def2-TZVPD.

Structure (ORCA input):
```
! wB97M-V def2-TZVPD RIJCOSX def2/J DEFGRID3
* xyz 1 1
C 0.392 -1.272 0.590
C 0.879 1.198 -0.008
C -0.745 0.072 -0.475
N -0.148 -1.204 -0.758
N -0.162 1.221 -1.028
N 0.190 0.168 0.805
H -0.145 -1.800 1.303
H 1.471 -1.770 0.725
H 1.859 0.910 -0.440
H 0.861 2.067 0.567
H -3.656 0.077 -0.099
H -0.571 -2.022 -1.180
H -0.275 1.923 -1.867
H 0.049 0.434 1.864
*
```

Energy relative to the best compared isomer or geometry (same formula, charge and spin)   202.9 kcal/mol
Largest force on an atom   4.34 eV/Å
HOMO-LUMO gap (alpha / beta)   9.136 / 9.478 eV
Total energy   -282.84049 Ha

Atomic partial charges in e from the Mulliken method, atoms 1 to 8: -0.429, -0.420, 0.174, -0.288, -0.271, -0.039, 0.316, 0.266

***

(8)
Below is a gas-phase ion, C3H8N3 (charge +1) at a distorted geometry, with properties calculated with ωB97M-V/def2-TZVPD.

Structure (ORCA input):
```
! wB97M-V def2-TZVPD RIJCOSX def2/J DEFGRID3
* xyz 1 1
C -1.001 1.158 -0.353
C -1.422 -0.252 -0.305
C 0.736 0.269 0.669
N 0.101 1.412 0.181
N 1.773 -0.328 -0.443
N -0.330 -0.783 0.522
H -1.458 2.021 -0.892
H -2.368 -0.567 0.250
H -1.367 -0.660 -1.339
H 1.380 0.261 1.635
H 2.559 -0.339 0.081
H 1.830 0.320 -1.195
H -0.648 -1.138 1.388
H 0.215 -1.375 -0.200
*
```

Energy relative to the best compared isomer or geometry (same formula, charge and spin)   65.4 kcal/mol
Largest force on an atom   5.33 eV/Å
HOMO-LUMO gap   11.788 eV
Total energy   -283.05948 Ha

Atomic partial charges in e from the Mulliken method, atoms 1 to 8: -0.087, -0.536, 0.048, -0.402, -0.593, -0.111, 0.396, 0.360

***

Which of these has the lowest energy relative to the best compared isomer or geometry (same formula, charge and spin)? number 4

***

Which of these has the lowest largest force on an atom? number 5

***

Which value of energy relative to the best compared isomer or geometry (same formula, charge and spin) does entry 5 give? 83.9 kcal/mol